Density functional theory data (ωB97M-V/def2-TZVPD) for a structure of composition C45H65HfN6O2SbSe in a non-equilibrium geometry.

Geometry as ORCA input:
```
! RIJCOSX wB97M-V def2-TZVPD def2/J DEFGRID3
* xyz 4 1
Hf 0.68733 0.38202 0.86956
C 5.50796 -4.18143 -2.34247
C 4.63181 -3.05174 -1.85883
C 4.59021 -1.82795 -2.50619
C 3.79331 -0.75755 -2.07049
C 3.96785 0.46759 -2.78830
N 3.50612 1.62680 -2.46216
C 3.84374 2.87135 -3.18689
C 2.68350 3.86747 -3.21441
C 2.74566 4.90586 -2.10506
N 2.59488 4.28440 -0.77083
C 3.19080 4.69314 0.30272
C 2.98612 4.20831 1.62645
C 3.56082 4.99047 2.65116
C 3.39304 4.72301 3.99639
C 3.96968 5.59934 5.08002
C 2.65838 3.58521 4.28765
C 2.09583 2.75480 3.30366
C 1.39867 1.59834 3.76761
N 0.80588 0.66669 3.09534
C 0.18830 -0.36180 3.99127
C -0.45050 -1.50079 3.23292
C 0.56124 -2.39010 2.54754
N 1.30645 -1.68329 1.46220
C 2.16597 -2.42774 0.85918
C 2.97334 -2.13099 -0.29482
C 3.81910 -3.16103 -0.74468
C 2.93753 -0.90490 -0.95933
O 2.12958 0.08913 -0.58599
C 2.23412 3.05199 1.94229
O 1.70608 2.28731 1.00373
H 6.51067 -3.82726 -2.58424
H 5.09340 -4.62865 -3.24875
H 5.59644 -4.96714 -1.59291
H 5.22209 -1.67714 -3.37871
H 4.58936 0.44055 -3.67950
H 2.94419 1.66980 -1.61742
H 4.14080 2.59496 -4.19441
H 4.71418 3.31827 -2.70542
H 1.72801 3.33380 -3.18192
H 2.70069 4.40152 -4.16290
H 1.95772 5.64570 -2.24008
H 3.69544 5.43842 -2.12644
H 1.89242 3.56116 -0.65171
H 3.89396 5.51193 0.17164
H 4.14791 5.85903 2.36338
H 4.62517 6.36440 4.66893
H 4.54218 5.01078 5.79763
H 3.17331 6.10087 5.63169
H 2.52133 3.31026 5.32998
H 1.37790 1.49853 4.85431
H -0.55629 0.13269 4.61462
H 0.95803 -0.76227 4.65180
H -1.20306 -1.14112 2.51907
H -0.99326 -2.10939 3.95631
H 0.05455 -3.24733 2.10445
H 1.27216 -2.76788 3.28358
H 2.29291 -3.44029 1.24630
H 3.83007 -4.09293 -0.18370
C -2.04321 1.80082 1.75366
C -2.49520 2.12578 0.33623
Sb -0.81198 2.29919 -1.00111
C -1.86131 1.84790 -2.81979
C -3.10520 2.71322 -3.01143
C -0.89227 4.45478 -0.92716
C -0.69983 5.03228 0.47562
H -2.87209 1.55371 2.41887
H -1.47958 2.61627 2.21169
H -1.40295 0.89883 1.74621
H -3.03957 3.06768 0.31204
H -3.14209 1.35338 -0.07471
H -2.10395 0.78938 -2.73613
H -1.15960 1.96177 -3.64717
H -3.84064 2.56164 -2.21867
H -3.58360 2.44092 -3.95592
H -2.87148 3.77717 -3.07049
H -1.89465 4.66644 -1.30060
H -0.19306 4.87938 -1.64639
H -1.56020 4.82285 1.11312
H -0.61263 6.12009 0.42051
H 0.19126 4.65705 0.98045
C -1.00797 -2.81470 -3.96558
C -2.04747 -3.55046 -3.12114
C -1.45174 -4.70685 -2.31615
C -0.68259 -4.24543 -1.07863
N -1.59063 -3.77892 -0.01055
C -1.98146 -2.51886 0.20694
Se -1.10610 -1.02189 -0.54958
N -2.99086 -2.50002 1.08234
C -3.88388 -1.36245 1.37941
C -5.27700 -1.55453 0.77608
C -5.30216 -1.82055 -0.72684
C -4.77438 -0.66583 -1.57722
C -3.27082 -3.82346 1.45988
C -4.19512 -4.35227 2.35987
C -4.20038 -5.72381 2.49900
C -3.31779 -6.54476 1.77183
C -2.39780 -6.01743 0.89029
C -2.39446 -4.63173 0.75695
H -1.45945 -1.97610 -4.49978
H -0.57169 -3.48383 -4.70973
H -0.19111 -2.41571 -3.34940
H -2.83183 -3.94245 -3.76772
H -2.53905 -2.84096 -2.44495
H -0.75851 -5.27864 -2.93814
H -2.23786 -5.39796 -2.00633
H -0.02184 -3.41625 -1.32175
H -0.08296 -5.05610 -0.66591
H -3.40202 -0.46858 0.98095
H -3.95951 -1.26458 2.46417
H -5.84494 -0.64697 1.00172
H -5.77858 -2.37286 1.29301
H -6.33824 -2.01554 -1.00337
H -4.75337 -2.74216 -0.95533
H -5.30430 0.26374 -1.34063
H -4.92576 -0.86930 -2.63908
H -3.70165 -0.50320 -1.42820
H -4.87209 -3.72754 2.92771
H -4.90161 -6.18271 3.18305
H -3.36188 -7.61728 1.91123
H -1.72038 -6.65680 0.33786
*
```

## Properties
**HOMO energy**: -17.5 eV
**LUMO energy**: -10.682 eV
**Kohn-Sham gap**: 6.82 eV



Density functional theory data (ωB97M-V/def2-TZVPD) for a structure of composition C14H23BN2OV.

Geometry as ORCA input:
```
! RIJCOSX wB97M-V def2-TZVPD def2/J DEFGRID3
* xyz 1 3
V 0.15407 0.18637 0.51916
C -1.08244 -0.52348 3.21428
N -0.22433 0.48816 2.55674
C 1.08809 0.54632 3.24597
C -0.87903 1.84184 2.59647
C -0.24484 2.75269 1.57462
C -0.16984 4.12362 1.77590
C 0.37832 4.92879 0.78797
C 0.86462 4.37346 -0.39038
C 0.81169 3.00093 -0.57950
C 0.25979 2.17509 0.40223
H -1.21421 -0.26678 4.26774
H -0.60397 -1.50054 3.14992
H -2.04958 -0.56272 2.71998
H 0.94414 0.75527 4.30851
H 1.70185 1.33151 2.80662
H 1.58792 -0.41790 3.15052
H -0.80270 2.22788 3.61667
H -1.93705 1.68749 2.37668
H -0.54245 4.56889 2.69083
H 0.43193 5.99903 0.93816
H 1.28791 5.01165 -1.15460
H 1.20190 2.58680 -1.50341
C 2.93861 -1.80312 -1.78534
C 3.69497 -2.15138 -0.50117
C 2.80302 -1.64396 0.62122
O 1.88167 -0.67536 -0.02442
C 2.27505 -0.49550 -1.44241
H 2.19497 -2.55894 -2.03582
H 3.60886 -1.68965 -2.63548
H 4.66250 -1.65282 -0.47658
H 3.86388 -3.22183 -0.40994
H 3.33001 -1.09404 1.39670
H 2.17171 -2.41234 1.06241
H 2.94223 0.36448 -1.47657
H 1.36019 -0.28265 -1.99785
B -4.32410 -0.43058 -0.16434
C -2.77770 -0.37903 -0.10271
N -1.61461 -0.31181 -0.00198
H -4.65630 0.65485 -0.57946
H -4.59258 -1.34777 -0.90322
H -4.64332 -0.63022 0.99124
*
```

## Properties
**HOMO energy (spin up / spin down)**: -12.5 / -12.5 eV
**LUMO energy (spin up / spin down)**: -4.012 / -3.413 eV
**Kohn-Sham gap (spin up / spin down)**: 8.45 / 9.13 eV



Density functional theory data (ωB97M-V/def2-TZVPD) for an isolated molecule of C5H10O2 in a non-equilibrium geometry.

Geometry as ORCA input:
```
! RIJCOSX wB97M-V def2-TZVPD def2/J DEFGRID3
* xyz 0 1
C -0.10881 -2.01754 -1.14437
O 0.18219 -1.11940 -0.10276
C -0.51747 0.07758 -0.36440
C -1.50467 0.42767 0.78270
O -0.76182 1.61202 1.10591
C 0.26788 1.29103 0.15115
C 1.60289 0.99253 0.80969
H -1.19340 -1.96013 -1.29985
H 0.37602 -1.65324 -2.04745
H 0.34564 -3.01244 -0.92968
H -0.85459 0.15897 -1.42967
H -1.47421 -0.29930 1.61440
H -2.54652 0.63870 0.52525
H 0.36662 2.08073 -0.60006
H 2.36372 0.73325 0.06458
H 1.92673 1.88746 1.34622
H 1.52982 0.16213 1.51834
*
```

## Properties
**Structure (SMILES)**: CO[C@H]1CO[C@H]1C
**HOMO energy**: -9.7 eV
**ΔE to the lowest compared entry with this formula, charge and spin**: 270.98 kJ/mol
**LUMO energy**: 1.001 eV
**Kohn-Sham gap**: 10.66 eV



Density functional theory data (ωB97M-V/def2-TZVPD) for a structure of composition C49H44BaF8IN6O7PSSi in a non-equilibrium geometry.

Geometry as ORCA input:
```
! RIJCOSX wB97M-V def2-TZVPD def2/J DEFGRID3
* xyz -2 1
Ba -1.04217 -0.46215 -0.77437
N 0.57502 2.51447 0.93201
C 1.31540 3.58494 0.54607
C 1.05912 4.85710 1.08122
C 1.80553 5.95323 0.71296
C 2.85065 5.81875 -0.19381
C 3.09414 4.58089 -0.75880
C 2.32642 3.47195 -0.43146
P 2.58210 1.85769 -1.27989
C 4.35531 1.69479 -0.81403
C 4.57336 1.22681 0.47899
C 5.85518 1.05808 0.96631
C 6.94519 1.36358 0.16523
C 6.73772 1.84005 -1.11622
C 5.45313 2.00210 -1.60880
C 2.75457 2.39822 -3.02522
C 3.36927 1.52048 -3.91793
C 3.45330 1.82809 -5.26337
C 2.90217 3.00501 -5.74396
C 2.25020 3.85876 -4.87178
C 2.17192 3.55763 -3.52597
H 0.01419 2.60682 1.76980
H 0.98885 1.59743 0.82806
H 0.25822 4.95750 1.80171
H 1.59043 6.92209 1.14531
H 3.46072 6.67074 -0.46204
H 3.89807 4.46811 -1.47637
H 3.71237 0.99309 1.08718
H 6.01399 0.68937 1.97021
H 7.95168 1.23155 0.54233
H 7.58599 2.08542 -1.74433
H 5.31706 2.37083 -2.61627
H 3.79014 0.59535 -3.54668
H 3.94448 1.14648 -5.94278
H 2.97158 3.24901 -6.79579
H 1.79474 4.76773 -5.24428
H 1.65998 4.23238 -2.85373
F -4.26637 -0.30412 6.19352
C -3.11794 0.12012 5.60123
F -2.59008 0.98783 6.48701
F -2.30875 -0.96071 5.61775
C -3.35417 0.66855 4.23569
C -4.64159 0.80741 3.75456
C -4.83809 1.25483 2.45758
C -3.71287 1.46092 1.66772
N -2.48030 1.35442 2.11139
C -2.26064 1.02965 3.39787
S -0.68197 1.15592 3.99037
H -5.48279 0.55597 4.38661
H -5.82742 1.41555 2.05922
H -3.80966 1.72667 0.62368
N 1.14807 -1.24473 3.31752
C 1.96136 -0.97533 2.29979
O 1.72845 -0.13898 1.45017
C 3.23283 -1.81043 2.23045
I 4.46672 -1.49357 3.95449
H 0.35969 -0.60309 3.47846
H 1.39090 -1.89906 4.04160
H 3.81946 -1.53698 1.35914
H 3.00605 -2.87287 2.22038
O -3.42775 0.09501 -1.23209
C -3.61767 -1.12746 -1.24914
O -2.89514 -1.98386 -0.72018
C -4.84293 -1.61740 -2.01315
C -4.84896 -2.88818 -2.56983
C -5.93679 -3.29123 -3.35316
C -7.02716 -2.45320 -3.54035
C -7.02735 -1.19932 -2.94403
C -5.92680 -0.76927 -2.19170
N -8.15917 -0.35290 -3.10610
O -9.09220 -0.74874 -3.80825
O -8.16389 0.73619 -2.53369
N -5.94881 -4.57959 -3.95952
O -6.87442 -4.85923 -4.72246
O -5.04341 -5.36225 -3.68822
H -4.01395 -3.55161 -2.41046
H -7.87019 -2.77656 -4.13236
H -5.92178 0.21527 -1.75310
F -0.79812 -3.08905 -3.28400
C 0.51577 -2.91182 -3.01746
C 0.88892 -2.00862 -2.03326
C 2.26057 -1.93549 -1.86235
F 2.77649 -1.12830 -0.89989
C 3.20075 -2.65051 -2.59703
F 4.52935 -2.50079 -2.36834
C 2.76310 -3.53989 -3.56567
F 3.64670 -4.26168 -4.29145
C 1.39930 -3.68126 -3.76654
F 0.95622 -4.57192 -4.68178
C -2.72998 -0.32286 -4.61596
Si -1.26616 0.90244 -4.54598
C -1.69268 2.33758 -5.77105
C 0.28204 0.03747 -5.27511
C -0.89542 1.57860 -2.85666
H -3.08465 -0.48427 -5.62939
H -3.56509 0.04561 -4.03251
H -2.45273 -1.28884 -4.20692
H -1.85107 1.98529 -6.78667
H -0.87887 3.05633 -5.78987
H -2.58920 2.86345 -5.45893
H 0.04432 -0.95794 -5.63467
H 1.04528 -0.06323 -4.51008
H 0.71616 0.59581 -6.09929
H -1.65881 2.23176 -2.45246
H 0.08457 2.02940 -2.74259
C -1.00865 -6.95964 3.10926
C -0.88121 -5.61775 2.45537
C -1.90931 -4.68472 2.50215
C -1.71052 -3.42775 1.94866
N -0.59181 -3.07652 1.33816
C 0.37128 -3.97702 1.24415
C 0.29085 -5.24234 1.80535
H -2.04675 -7.28094 3.12867
H -0.65637 -6.90063 4.14057
H -0.41051 -7.70185 2.58525
H -2.85258 -4.93256 2.96784
H -2.48382 -2.67308 1.98463
H 1.25377 -3.66810 0.69688
H 1.12189 -5.93094 1.73670
*
```

## Properties
**HOMO energy**: -1.4 eV
**ΔE to the lowest compared entry with this formula, charge and spin**: 0.00 kJ/mol
**LUMO energy**: 2.299 eV
**Kohn-Sham gap**: 3.72 eV



Density functional theory data (ωB97M-V/def2-TZVPD) for an isolated molecule of C8H16Si in a non-equilibrium geometry.

Geometry as ORCA input:
```
! RIJCOSX wB97M-V def2-TZVPD def2/J DEFGRID3
* xyz 0 1
C 3.28397 -0.26365 0.33475
C 2.52689 -0.87178 -0.58922
C 1.46044 -0.19570 -1.34009
Si -0.26770 -0.41370 -0.59425
C -1.64021 0.28350 -1.67546
C -0.78789 -2.16476 -0.15108
C -0.26827 0.61815 0.93040
C -1.56952 1.22247 1.30325
C -1.70207 2.23320 2.12887
H 4.02100 -0.77439 0.88973
H 3.05939 0.74684 0.62244
H 2.68301 -1.93486 -0.76432
H 1.66869 0.88077 -1.43791
H 1.31558 -0.65529 -2.33422
H -2.58653 -0.19826 -1.35486
H -1.29762 -0.01913 -2.64799
H -1.88016 1.36256 -1.53635
H -0.98178 -2.71351 -1.06551
H -1.66512 -2.02374 0.43238
H -0.01496 -2.66196 0.43132
H 0.12930 0.01204 1.77112
H 0.47581 1.39378 0.79376
H -2.46940 0.83816 0.84925
H -2.65491 2.65278 2.38648
H -0.83796 2.64642 2.61749
*
```

## Properties
**Structure (SMILES)**: C=CC[Si](C)(C)CC=C
**HOMO energy**: -8.9 eV
**ΔE to the lowest compared entry with this formula, charge and spin**: 123.05 kJ/mol
**LUMO energy**: 0.916 eV
**Kohn-Sham gap**: 9.86 eV



Density functional theory data (ωB97M-V/def2-TZVPD) for a cluster of 2 separate species, C9H16OSi in total in a non-equilibrium geometry.

Geometry as ORCA input:
```
! RIJCOSX wB97M-V def2-TZVPD def2/J DEFGRID3
* xyz 0 1
C 0.30972 0.31315 0.55253
C 0.18019 0.36912 -0.61171
C -1.56673 -2.80725 1.41668
C -0.06001 1.61001 -2.71320
C -1.73885 -0.38108 -2.15013
C 0.76543 -0.93027 -2.52321
C 1.62423 -0.96772 2.78403
C -0.36488 1.42821 3.30283
C -0.20651 0.15797 -1.98108
O -2.14230 -2.31509 2.27136
Si 0.94387 0.66153 2.14844
H 1.04877 1.71288 -2.79002
H -0.39496 1.38101 -3.80913
H -0.47054 2.49496 -2.23381
H -1.97805 -0.88205 -3.14740
H -2.32305 0.58599 -2.02896
H -1.92129 -1.05355 -1.30424
H 0.45518 -1.76331 -1.91824
H 0.51454 -1.27853 -3.55069
H 1.84734 -0.71668 -2.56922
H 1.41840 -1.77101 2.10448
H 2.76200 -0.94823 2.89059
H 1.39248 -1.23108 3.73825
H -0.55493 0.80142 4.23312
H -0.19956 2.47828 3.40957
H -1.20824 1.21216 2.67880
H 1.86775 1.83918 1.80035
*
```

## Properties
**HOMO energy**: -9.6 eV
**ΔE to the lowest compared entry with this formula, charge and spin**: 150.20 kJ/mol
**LUMO energy**: 0.830 eV
**Kohn-Sham gap**: 10.40 eV